(1)
72
Properties=species:S:1:pos:R:3:mulliken_charge:R:1 method="wB97M-V/def2-TZVPD" total_energy_ev=-53794.5102 multiplicity=3 fmax_ev_per_a=4.5 total_charge=+3 e_lumo_ev="-9.717 / -12.969" orbital_gap_ev="8.141 / 4.888" e_above_lowest_kj_mol=100.4
C 25.003 7.010 15.948 -0.266
Ag 26.253 13.198 21.260 0.739
C 23.841 12.445 12.317 -1.751
H 22.583 8.707 13.460 0.421
O 24.577 12.699 22.602 -0.570
O 24.835 11.559 18.177 -0.356
H 21.433 10.770 16.303 0.464
O 22.893 12.350 18.075 -0.672
C 23.778 11.857 23.006 0.492
C 21.400 14.289 20.378 0.082
H 24.324 13.307 11.851 0.477
H 22.762 9.667 16.326 0.140
H 24.138 9.517 13.967 0.128
H 25.555 9.156 15.746 -0.217
H 26.885 7.921 15.476 0.448
C 20.837 10.755 13.702 -1.188
H 24.002 7.433 16.019 0.078
H 18.478 13.173 21.367 0.360
H 22.907 14.414 14.946 0.314
O 19.361 14.995 21.283 -0.242
O 25.764 7.204 18.165 -0.309
N 23.952 12.216 18.770 0.868
H 22.672 15.095 13.241 0.462
C 22.825 9.787 23.846 -0.612
C 19.266 13.653 20.785 -0.598
C 23.135 9.639 13.558 -1.415
Ag 27.150 11.393 18.421 0.766
H 18.802 13.726 19.800 0.298
H 22.049 11.102 25.323 0.319
O 26.732 9.254 18.125 -0.554
C 23.877 10.334 22.853 -0.297
H 21.001 11.071 23.944 0.281
H 24.175 14.700 13.750 0.423
H 24.648 5.589 17.532 0.349
H 20.762 13.577 13.548 0.524
C 23.146 14.357 13.886 -1.764
H 22.382 14.351 20.850 0.091
C 22.914 12.935 13.407 1.875
H 26.429 5.699 16.946 0.321
O 24.055 11.940 15.272 -0.294
H 24.875 10.038 23.169 0.368
C 20.701 13.154 20.924 -0.130
H 23.518 10.230 21.829 0.166
H 22.290 8.967 23.375 0.328
C 22.052 11.045 24.236 -0.338
H 23.284 9.494 24.788 0.293
H 20.922 12.245 20.365 0.378
C 20.614 15.476 20.884 0.510
O 22.634 12.230 23.659 -0.333
H 23.304 9.954 12.528 0.421
H 25.155 6.478 15.010 0.392
O 24.198 12.682 19.880 -0.301
C 21.982 10.067 15.674 -1.848
C 22.333 10.685 14.338 1.414
C 25.969 8.182 16.005 -0.151
C 26.209 8.319 17.548 0.452
H 21.340 13.626 12.032 0.558
H 23.736 12.185 16.166 0.322
C 25.479 6.184 17.163 -0.500
C 21.429 12.988 12.915 -1.590
H 21.234 11.182 11.698 0.309
H 20.951 13.013 21.976 0.119
H 21.296 9.237 15.508 0.516
C 20.685 11.669 12.507 -0.823
H 23.362 11.955 11.472 0.367
O 20.973 16.666 21.043 -0.109
H 20.668 9.731 13.370 0.495
N 22.881 12.019 14.565 0.617
H 21.397 14.274 19.286 0.171
H 24.712 11.879 12.648 0.383
H 20.108 11.031 14.464 0.465
H 19.662 11.768 12.151 0.465

(2)
77
Properties=species:S:1:pos:R:3:mulliken_charge:R:1 method="wB97M-V/def2-TZVPD" total_energy_ev=-177448.4635 multiplicity=4 fmax_ev_per_a=0.1 total_charge=-1 e_lumo_ev="2.484 / 2.484" orbital_gap_ev="7.914 / 8.012" e_above_lowest_kj_mol=46.7
H -3.527 1.732 -2.840 0.380
C 2.975 2.140 -2.445 -1.392
H -2.208 -4.418 -1.330 0.275
O 6.308 -1.907 -1.985 -0.658
H 0.898 -2.260 -3.251 0.276
H -3.871 -2.955 0.414 0.253
C -0.859 5.366 4.183 -0.620
C 0.270 6.135 3.924 -0.624
C 0.750 4.831 1.948 -0.063
O 5.498 -2.817 -0.118 -0.583
H -1.563 -2.134 3.884 0.427
H -0.140 -4.427 0.994 0.271
H 2.313 1.968 2.738 0.164
C 3.487 -0.563 -0.106 -0.776
Si -2.513 -0.443 -2.165 0.342
O 1.093 5.624 -0.719 -0.758
C -4.159 -1.360 -2.191 -1.157
H 1.117 -5.026 -0.093 0.377
H -2.060 3.706 3.520 0.400
Si -1.038 -1.058 -0.446 0.003
H -2.553 -3.928 1.073 0.238
H 4.751 -2.653 0.551 0.445
C 3.391 0.960 -1.647 0.316
H 0.528 6.950 4.589 0.362
H -4.736 -1.103 -1.300 0.300
H -0.452 -0.912 3.238 0.100
H -2.988 1.764 -0.084 0.213
C 1.296 -2.741 -2.355 -0.698
O 3.533 -2.288 1.497 -0.912
C 0.639 -4.120 0.293 -0.983
O -0.267 1.483 2.034 -0.498
H 3.135 1.968 -3.509 0.453
H -1.973 2.006 -2.071 0.111
C 4.500 -0.839 -0.973 0.438
C -3.385 -0.148 2.086 -0.697
N 2.821 0.552 -0.535 0.431
C -2.892 1.412 -2.008 -0.302
C -1.189 4.324 3.331 -0.621
Si -2.179 -1.500 1.563 1.004
C -1.658 -0.638 -3.841 -1.145
C -1.367 -4.189 -1.987 -1.087
As 1.801 4.530 0.273 0.599
H 1.816 -3.655 -2.656 0.409
S -0.732 2.671 1.198 0.686
C 1.063 5.873 2.815 -0.518
H -2.839 0.765 2.337 -0.125
C 2.960 -1.267 1.093 1.188
H -3.806 -3.301 2.147 0.425
O 1.902 -0.751 1.572 -0.260
H -0.916 -5.137 -2.297 0.387
H 5.044 0.177 -2.729 0.237
H -3.941 -0.457 2.976 0.425
H -1.765 -3.700 -2.879 0.234
H -0.688 -0.137 -3.825 0.289
O 0.403 2.849 0.139 -0.302
H 3.531 3.029 -2.143 0.276
O 2.523 1.993 1.799 -0.484
H 1.389 -3.559 0.855 0.190
H -4.100 0.085 1.294 0.261
C -3.198 -3.068 1.268 -1.131
H -2.255 -0.200 -4.646 0.414
H -4.748 -1.079 -3.068 0.389
C -0.370 4.073 2.240 0.447
H 1.917 2.329 -2.271 0.241
C -1.006 -1.819 2.996 -1.005
Cr 1.297 0.967 0.782 0.025
C 5.520 -1.907 -1.065 0.435
H -0.274 -2.591 2.754 0.245
H -1.477 5.577 5.046 0.385
Si -0.083 -3.105 -1.119 0.592
N 4.421 0.137 -1.937 -0.051
H 2.031 -2.062 -1.916 -0.100
O 0.047 0.157 -0.415 -0.164
H -4.020 -2.443 -2.208 0.317
O -3.623 1.727 -0.807 -0.603
H 1.931 6.495 2.623 0.364
H -1.485 -1.688 -4.086 0.273

(3)
76
Properties=species:S:1:pos:R:3:mulliken_charge:R:1 method="wB97M-V/def2-TZVPD" total_energy_ev=-189389.8347 fmax_ev_per_a=3.3 total_charge=0 e_lumo_ev=0.493 smiles="COB(O)[Si@@H](CCCCOC(C)=O)Cc1cccc(C)c1.ClCCl.ClCCl.ClCCl.ClCCl.ClCCl.ClCCl" orbital_gap_ev=8.407 e_above_lowest_kj_mol=0.0
H -3.268 -0.541 4.427 0.311
H 3.864 -0.513 -3.148 0.457
H 0.414 7.192 0.527 0.319
C 4.726 0.698 -1.468 -0.563
H 1.486 1.254 -1.228 0.197
H -1.774 0.164 -4.441 0.073
C -2.301 -3.240 6.819 -0.265
H 4.818 0.157 -0.489 0.392
H -0.277 3.016 0.353 -0.230
C -3.435 2.764 -6.059 -0.267
C -0.657 2.336 1.153 -0.293
H 0.272 -7.153 -3.608 0.266
H 5.641 0.528 -2.102 0.275
C -1.290 -2.967 -3.904 -0.359
C -1.966 0.168 1.648 -0.619
H -1.473 -0.786 4.894 0.121
H 6.269 4.621 -1.724 0.281
O 4.552 2.108 -1.162 -0.359
H -0.965 -3.861 -4.509 -0.074
C -0.063 6.271 0.203 -0.375
Cl -0.913 5.553 1.577 -0.112
C 1.646 2.574 6.549 -0.365
H -1.803 -3.299 -2.959 0.279
H -2.206 -1.756 3.592 0.258
C -2.301 -6.218 1.840 -0.093
Cl 1.301 3.909 5.443 -0.130
C 2.504 -0.745 -1.417 -0.539
Cl -1.553 -6.343 3.434 -0.161
H 4.827 5.039 -2.764 0.286
C 3.492 0.119 -2.301 -0.599
C -1.424 1.182 0.717 0.548
H -1.385 -3.650 6.401 0.216
H -1.986 -2.381 -4.565 0.235
H -0.783 6.486 -0.582 0.289
O -0.114 -2.169 -3.660 -0.504
B -0.469 -0.829 -3.291 1.225
H 2.981 1.023 -2.733 0.328
Cl -3.590 1.461 -4.872 -0.144
H -2.752 0.559 -0.943 0.453
O -0.810 0.052 -4.342 -0.676
Cl -3.515 -3.130 5.538 -0.129
H 1.343 0.251 0.281 0.308
H 2.585 2.110 6.259 0.271
O 5.002 2.567 -3.368 -0.520
C 4.910 2.910 -2.214 0.703
H 2.122 -1.616 -2.008 0.322
H -0.745 1.646 4.593 -0.108
H 4.624 4.737 -0.968 0.237
Cl -2.808 -4.556 1.512 -0.099
H -1.195 -8.150 -3.466 0.303
C -1.690 0.923 -0.822 -1.082
H -2.675 -3.894 7.602 0.348
H -1.582 -6.527 1.087 0.037
H -1.602 1.892 -1.382 0.408
C -2.232 -0.735 4.064 -0.680
C -0.793 -7.144 -3.391 -0.305
Cl -1.611 -6.106 -4.562 -0.142
C 1.366 0.204 -0.844 -0.527
C 5.179 4.429 -1.889 -0.924
Cl -2.104 2.459 -7.178 -0.135
C -0.933 1.524 3.497 -0.049
H -3.248 3.696 -5.534 0.261
H -3.174 -6.864 1.805 0.317
H 0.205 3.388 2.949 0.315
Cl -1.035 -6.540 -1.750 -0.108
C -1.700 0.357 3.072 0.571
Cl 0.368 1.353 6.511 -0.082
Cl -1.949 -1.656 7.523 -0.143
H 3.081 -1.126 -0.529 0.290
Cl 1.175 5.182 -0.438 -0.084
Si -0.392 -0.382 -1.374 -0.012
H -4.361 2.835 -6.623 0.299
C -0.399 2.530 2.575 -0.369
H -2.545 -0.689 1.223 0.288
H -0.636 -1.629 -0.613 -0.194
H 1.725 2.968 7.559 0.333